# 1
The following is a DFT calculation (the ωB97M-V functional and the def2-TZVPD basis) of 2 unconnected molecules or ions with the total composition C3H5FN2O2 at a distorted geometry.

**Energy relative to the best compared isomer or geometry (same formula, charge and spin)**: 189.6 kcal/mol
**Kohn-Sham gap**: 10.765 eV
**SMILES string**: [O-]/[N+](O)=N\F.C#CC

ORCA input file:
```
! wB97M-V def2-TZVPD RIJCOSX def2/J DEFGRID3
* xyz 0 1
C -0.49 -0.12 1.41
C 0.52 0.39 1.81
C -1.79 -0.74 1.24
N 0.53 1.09 -1.74
N 1.52 0.27 -1.76
O 1.60 -0.35 -0.55
O 2.28 -0.06 -2.66
F 0.20 1.63 -2.94
H 0.79 -0.43 -0.06
H 1.41 0.91 1.92
H -1.81 -1.58 0.58
H -2.43 -0.91 2.18
H -2.33 -0.10 0.56
*
```

Results of the Löwdin charge analysis, in e, for atoms 1 through 4: -0.21, 0.13, -0.10, 0.09

# 2
The following is a DFT calculation (the ωB97M-V functional and the def2-TZVPD basis) of a molecular structure, C30H39N9O3OsP2S at a distorted geometry.

**Expectation value of S²**: 6.041
**Energy relative to the best compared isomer or geometry (same formula, charge and spin)**: 32.4 kcal/mol
**Kohn-Sham gap (alpha / beta)**: 7.155 / 3.821 eV

ORCA input file:
```
! wB97M-V def2-TZVPD RIJCOSX def2/J DEFGRID3
* xyz 4 5
Os 0.28 -0.36 -0.57
N 0.84 -0.98 -5.04
C 0.75 0.38 -5.22
C 0.92 1.19 -6.33
C 0.73 2.56 -6.15
C 0.37 3.09 -4.90
C 0.19 2.28 -3.80
C 0.41 0.91 -3.94
N 0.33 -0.13 -3.05
C 0.59 -1.24 -3.74
C 0.54 -2.53 -3.11
C 0.79 -3.78 -3.65
S 0.51 -5.00 -2.50
C 0.10 -3.79 -1.36
N 0.16 -2.57 -1.80
H 1.05 -1.65 -5.76
H 1.17 0.78 -7.29
H 0.87 3.22 -6.99
H 0.23 4.15 -4.82
H -0.14 2.69 -2.86
H 1.10 -4.03 -4.65
H -0.23 -4.04 -0.36
C 3.11 2.91 -1.28
C 1.92 2.21 -1.05
N 1.90 0.92 -0.77
C 3.09 0.28 -0.60
C 4.34 0.89 -0.84
C 4.32 2.25 -1.22
C 5.52 0.13 -0.61
C 5.46 -1.12 -0.08
C 4.21 -1.71 0.29
C 4.07 -2.91 1.02
C 2.81 -3.29 1.44
C 1.69 -2.55 1.06
N 1.79 -1.46 0.30
C 3.03 -1.02 -0.03
H 3.08 3.96 -1.50
H 0.97 2.72 -1.07
H 5.24 2.77 -1.42
H 6.47 0.58 -0.83
H 6.37 -1.67 0.13
H 4.93 -3.50 1.28
H 2.69 -4.16 2.07
H 0.70 -2.82 1.39
C -3.34 -2.30 -1.59
N -3.60 -2.32 -0.17
C -4.66 -3.20 0.27
P -2.98 -1.08 0.75
O -1.49 -1.11 0.76
O -3.51 0.28 0.00
P -2.77 1.53 -0.70
O -1.32 1.23 -0.91
N -3.12 2.82 0.28
C -3.12 2.76 1.72
C -3.01 4.15 -0.28
N -3.58 1.78 -2.12
C -4.95 2.25 -2.10
C -3.07 1.31 -3.38
N -3.69 -0.97 2.23
C -3.02 -1.44 3.42
C -5.10 -0.65 2.35
H -3.07 -3.31 -1.90
H -2.51 -1.62 -1.81
H -4.23 -2.00 -2.16
H -4.55 -4.17 -0.22
H -5.66 -2.82 0.02
H -4.59 -3.36 1.34
H -3.01 1.73 2.05
H -4.06 3.16 2.12
H -2.31 3.36 2.14
H -2.84 4.09 -1.35
H -2.19 4.70 0.18
H -3.92 4.72 -0.10
H -5.20 2.60 -1.10
H -5.64 1.46 -2.39
H -5.08 3.07 -2.82
H -2.13 0.79 -3.22
H -2.91 2.14 -4.07
H -3.79 0.63 -3.86
H -1.97 -1.57 3.21
H -3.44 -2.38 3.78
H -3.14 -0.71 4.23
H -5.44 -0.17 1.44
H -5.26 0.02 3.20
H -5.71 -1.54 2.53
*
```

Results of the Löwdin charge analysis, in e, for atoms 1 through 4: 1.67, 0.24, -0.11, 0.08

# 3
The following is a DFT calculation (the ωB97M-V functional and the def2-TZVPD basis) of a molecular structure, C44H39CaN6O5P2SSe2 at a distorted geometry.

**Energy relative to the best compared isomer or geometry (same formula, charge and spin)**: 45.8 kcal/mol
**Kohn-Sham gap**: 6.603 eV

ORCA input file:
```
! wB97M-V def2-TZVPD RIJCOSX def2/J DEFGRID3
* xyz 1 1
Ca 1.41 -0.20 -0.37
O 0.91 3.13 2.07
C 1.45 2.06 1.57
O 1.92 1.97 0.45
C 1.54 0.87 2.47
C 1.24 0.81 3.83
C 1.45 -0.41 4.46
C 1.99 -1.48 3.76
C 2.25 -1.32 2.40
N 1.98 -0.18 1.79
C 2.80 -2.31 1.42
O 3.31 -3.44 1.87
O 2.72 -2.09 0.23
H 0.80 3.83 1.40
H 0.86 1.68 4.34
H 1.20 -0.53 5.51
H 2.20 -2.41 4.27
H 3.40 -3.47 2.83
Se -2.01 2.83 3.03
P -2.83 2.75 1.09
C -3.01 4.34 0.24
C -2.58 5.53 0.80
C -2.72 6.71 0.10
C -3.29 6.70 -1.16
C -3.72 5.51 -1.73
C -3.59 4.33 -1.03
C -4.49 2.04 1.04
C -4.84 0.95 0.26
C -6.15 0.51 0.24
C -7.11 1.16 1.00
C -6.76 2.25 1.78
C -5.46 2.69 1.81
C -1.76 1.83 -0.02
C -1.44 0.51 -0.35
N -0.37 0.60 -1.18
N -0.05 1.86 -1.31
N -0.85 2.61 -0.63
P -1.96 -1.16 0.00
Se -0.28 -2.46 0.15
C -2.80 -1.15 1.60
C -4.08 -1.66 1.82
C -4.60 -1.66 3.10
C -3.86 -1.17 4.16
C -2.58 -0.69 3.95
C -2.05 -0.69 2.67
C -3.05 -1.74 -1.32
C -3.30 -0.96 -2.45
C -4.07 -1.48 -3.48
C -4.57 -2.77 -3.39
C -4.30 -3.55 -2.27
C -3.53 -3.04 -1.25
H -2.14 5.52 1.79
H -2.38 7.64 0.53
H -3.41 7.62 -1.71
H -4.16 5.50 -2.71
H -3.92 3.39 -1.45
H -4.09 0.46 -0.35
H -6.42 -0.34 -0.37
H -8.14 0.82 0.97
H -7.52 2.76 2.36
H -5.16 3.54 2.41
H -4.66 -2.03 0.98
H -5.60 -2.05 3.26
H -4.28 -1.16 5.15
H -1.99 -0.31 4.77
H -1.05 -0.30 2.49
H -2.89 0.04 -2.53
H -4.26 -0.88 -4.35
H -5.17 -3.17 -4.19
H -4.68 -4.56 -2.22
H -3.28 -3.65 -0.39
C 5.01 -4.31 -1.34
C 6.45 -4.10 -0.88
C 6.58 -3.00 0.16
N 6.06 -1.75 -0.37
C 5.30 -0.92 0.33
S 5.18 -0.98 1.99
N 4.52 0.01 -0.33
C 4.00 -0.06 -1.61
O 2.81 0.15 -1.77
C 4.87 -0.26 -2.79
C 6.16 0.27 -2.84
C 6.85 0.27 -4.04
C 6.26 -0.24 -5.19
C 4.99 -0.78 -5.13
C 4.29 -0.79 -3.94
H 4.97 -5.10 -2.08
H 4.60 -3.41 -1.80
H 4.37 -4.58 -0.51
H 7.08 -3.86 -1.74
H 6.82 -5.03 -0.44
H 7.62 -2.87 0.46
H 6.00 -3.25 1.05
H 6.12 -1.64 -1.38
H 3.87 0.48 0.29
H 6.60 0.71 -1.95
H 7.83 0.70 -4.09
H 6.79 -0.21 -6.12
H 4.53 -1.18 -6.02
H 3.28 -1.18 -3.88
*
```

Results of the Löwdin charge analysis, in e, for atoms 1 through 4: 1.23, 0.10, -0.47, 0.00

# 4
The following is a DFT calculation (the ωB97M-V functional and the def2-TZVPD basis) of 2 unconnected molecules or ions with the total composition C6H5BrOS at a distorted geometry.

**Energy relative to the best compared isomer or geometry (same formula, charge and spin)**: 133.9 kcal/mol
**Kohn-Sham gap**: 9.476 eV

ORCA input file:
```
! wB97M-V def2-TZVPD RIJCOSX def2/J DEFGRID3
* xyz 0 1
C -2.33 -1.35 -0.09
C -1.62 -2.50 -0.08
C -1.43 -0.19 0.28
C -0.15 -0.56 0.49
C 2.41 2.14 -0.53
C 1.48 1.80 0.61
O 2.67 1.50 0.70
S 0.04 -2.25 0.26
Br -2.02 1.57 0.24
H -3.43 -1.22 -0.12
H -1.86 -3.52 -0.28
H 2.39 1.53 -1.45
H 2.76 3.26 -0.47
H 1.10 -0.22 0.45
*
```

Results of the Löwdin charge analysis, in e, for atoms 1 through 4: -0.19, -0.44, -0.83, -0.52

# 5
The following is a DFT calculation (the ωB97M-V functional and the def2-TZVPD basis) of C4H4N2O in the gas phase at a distorted geometry.

**Energy relative to the best compared isomer or geometry (same formula, charge and spin)**: 46.7 kcal/mol
**Kohn-Sham gap**: 9.118 eV
**SMILES string**: O=Cc1cnc[nH]1

ORCA input file:
```
! wB97M-V def2-TZVPD RIJCOSX def2/J DEFGRID3
* xyz 0 1
O -2.19 -1.74 -0.12
C -2.00 -0.55 -0.01
C -0.47 0.22 0.02
C 0.30 1.42 -0.13
N 1.65 1.14 -0.13
C 1.73 -0.17 0.02
N 0.51 -0.72 0.13
H -2.41 0.41 0.19
H 0.00 2.46 -0.25
H 2.63 -0.76 0.06
H 0.25 -1.69 0.23
*
```

Results of the Löwdin charge analysis, in e, for atoms 1 through 4: 0.06, -0.13, -0.14, -0.12

# 6
The following is a DFT calculation (the ωB97M-V functional and the def2-TZVPD basis) of C5H8O2 in the gas phase at a distorted geometry.

**Energy relative to the best compared isomer or geometry (same formula, charge and spin)**: 114.6 kcal/mol
**Kohn-Sham gap (alpha / beta)**: 7.867 / 7.867 eV

ORCA input file:
```
! wB97M-V def2-TZVPD RIJCOSX def2/J DEFGRID3
* xyz 0 1
C 1.42 -1.23 -0.44
C -2.01 0.67 -0.03
C 0.64 0.02 -0.22
C -0.68 0.19 0.39
C 0.26 0.40 1.41
O 0.82 1.06 -1.16
O -0.02 -0.80 1.94
H 1.13 0.68 -2.00
H 0.66 1.27 1.93
H 1.32 -1.89 0.42
H 1.05 -1.77 -1.33
H 2.47 -0.99 -0.60
H -2.23 0.44 -1.07
H -2.08 1.75 0.14
H -2.75 0.20 0.62
*
```

Results of the Löwdin charge analysis, in e, for atoms 1 through 4: -0.02, 0.00, -0.38, -0.10

# 7
The following is a DFT calculation (the ωB97M-V functional and the def2-TZVPD basis) of a molecular structure, C4H4Br2N2O2 at a distorted geometry.

**Energy relative to the best compared isomer or geometry (same formula, charge and spin)**: 112.0 kcal/mol
**Kohn-Sham gap (alpha / beta)**: 8.124 / 8.419 eV

ORCA input file:
```
! wB97M-V def2-TZVPD RIJCOSX def2/J DEFGRID3
* xyz 0 1
C 0.37 -0.84 1.53
C 0.69 0.50 1.94
C -0.71 -1.54 2.20
C -1.80 1.69 1.30
N 0.87 -1.35 0.54
N 1.08 1.46 2.49
O 1.55 2.38 3.08
O 1.58 -1.69 -0.36
Br -1.97 0.77 -0.22
Br -2.61 3.51 1.26
H -1.68 -0.96 2.02
H -0.52 -2.60 1.88
H -0.48 -1.60 3.27
H -1.97 1.08 2.28
*
```

Results of the Löwdin charge analysis, in e, for atoms 1 through 4: -0.41, 0.04, -0.04, -1.15